(1)
Density functional theory data (ωB97M-V/def2-TZVPD) for C30H35N3O5PV as an isolated structure in a non-equilibrium geometry.

## Properties
energy = -81343.6779 eV
HOMO-LUMO gap (spin up / spin down) = 6.688 / 6.598 eV

ORCA input file:
```
! wB97M-V def2-TZVPD RIJCOSX def2/J DEFGRID3
* xyz 2 3
V -0.15 -0.24 -0.01
P -2.58 1.42 -0.02
O 2.98 3.78 0.47
O -0.11 1.30 0.13
O -0.03 -0.10 1.94
O 0.24 1.51 3.47
O 0.17 4.57 0.86
N -1.74 -4.76 0.28
N 2.03 1.95 -0.36
N -0.22 -2.30 0.06
C 3.33 1.98 -1.00
C -0.68 -2.82 1.35
C -0.56 1.48 -3.57
C 4.40 0.43 0.70
C -4.57 3.40 -0.39
C -2.31 3.28 2.13
C 5.29 0.55 -1.67
C -4.29 2.05 -0.16
C 0.64 4.37 2.17
C -0.34 4.36 3.27
C -0.81 -4.34 1.36
C 3.98 3.26 -0.41
C 0.69 3.31 1.13
C -6.63 1.52 -0.31
C -1.74 2.05 -1.54
C -6.91 2.86 -0.54
C -1.39 3.39 -1.72
C -0.22 2.82 -3.74
C -1.08 -2.78 -1.03
C -1.22 -4.31 -1.04
C 4.06 0.65 -0.78
C 1.94 2.97 0.40
C -1.74 2.48 1.20
C -0.63 3.76 -2.82
C 0.03 1.08 2.38
C -0.28 2.14 1.14
C -1.62 3.95 3.20
C -1.31 1.10 -2.47
C -5.88 3.79 -0.58
C -5.32 1.12 -0.13
H -7.43 0.80 -0.29
H -0.25 0.75 -4.31
H -2.25 4.15 4.06
H 0.01 -2.50 2.13
H 6.04 1.28 -1.37
H 1.59 4.85 2.39
H -2.66 -4.34 0.45
H -1.91 -4.61 -1.83
H 4.86 -0.54 0.83
H -3.78 4.13 -0.42
H -1.66 4.13 -0.99
H -1.65 -2.35 1.58
H -0.26 -4.79 -1.21
H -2.07 -2.32 -0.90
H -5.09 0.08 0.05
H 0.75 -2.63 -0.09
H 5.03 0.72 -2.71
H 5.11 1.17 1.04
H -0.66 -2.47 -1.99
H 3.16 2.10 -2.08
H -0.36 4.80 -2.95
H 0.36 3.12 -4.60
H -7.93 3.18 -0.69
H 0.16 -4.82 1.19
H -1.63 0.06 -2.36
H -1.87 -5.78 0.29
H 3.50 0.49 1.32
H -6.10 4.83 -0.77
H 4.20 4.01 -1.16
H 3.34 -0.13 -1.08
H 5.73 -0.44 -1.58
H -1.19 -4.68 2.33
H 0.01 4.81 4.18
H -3.39 3.37 2.12
H 4.88 3.06 0.18
*
```

Let us look at the Mulliken charges, expressed in e, one per atom:
1 V 0.617
2 P 0.316
3 O -0.448
4 O 0.847
5 O -0.573
6 O -0.560
7 O -0.666
8 N -0.085
9 N -0.157
10 N -0.180
11 C -0.291
12 C -0.605
13 C -0.847
14 C -1.437
15 C -0.027
16 C -0.223
17 C -1.626
18 C 0.794
19 C -0.634
20 C -1.124
21 C -0.974
22 C -0.698
23 C 1.664
24 C -0.679
25 C 0.851
26 C -0.536
27 C -0.396
28 C -0.673
29 C -0.598
30 C -1.040
31 C 0.853
32 C -0.507
33 C -1.137
34 C -0.732
35 C 0.050
36 C 1.693
37 C -0.724
38 C -0.456
39 C -0.866
40 C -0.566
41 H 0.411
42 H 0.481
43 H 0.455
44 H 0.503
45 H 0.327
46 H 0.666
47 H 0.389
48 H 0.461
49 H 0.488
50 H 0.352
51 H 0.146
52 H 0.308
53 H 0.397
54 H 0.406
55 H 0.295
56 H 0.437
57 H 0.430
58 H 0.296
59 H 0.480
60 H 0.645
61 H 0.465
62 H 0.469
63 H 0.424
64 H 0.384
65 H 0.736
66 H 0.380
67 H 0.234
68 H 0.437
69 H 0.235
70 H 0.002
71 H 0.427
72 H 0.467
73 H 0.444
74 H 0.531
75 H 0.374


(2)
Density functional theory data (ωB97M-V/def2-TZVPD) for an isolated molecule of C5H11NO.

## Properties
energy relative to the best compared isomer or geometry (same formula, charge and spin) = 27.3 kcal per mole
SMILES = CC(C)=C(N)CO
energy = -8900.5114 eV
HOMO-LUMO gap = 8.743 eV

ORCA input file:
```
! wB97M-V def2-TZVPD RIJCOSX def2/J DEFGRID3
* xyz 0 1
O -0.49 0.78 -2.60
N -1.49 1.24 0.14
C -0.60 0.23 -0.25
C 1.30 -1.37 0.25
C 0.46 0.28 1.98
C 0.33 -0.26 0.58
C -0.85 -0.22 -1.67
H 1.27 -1.65 -0.80
H -1.92 -0.37 -1.81
H -0.34 -1.16 -1.90
H 1.18 -0.30 2.55
H 0.80 1.32 1.98
H -1.85 1.76 -0.65
H -0.49 0.25 2.50
H -1.16 1.84 0.87
H 0.46 0.94 -2.52
H 1.07 -2.25 0.85
H 2.31 -1.05 0.50
*
```

Let us look at the natural (NBO) charges, expressed in e, one per atom:
1 O -0.721
2 N -0.824
3 C 0.139
4 C -0.621
5 C -0.648
6 C -0.071
7 C -0.100
8 H 0.207
9 H 0.187
10 H 0.173
11 H 0.216
12 H 0.208
13 H 0.382
14 H 0.218
15 H 0.374
16 H 0.467
17 H 0.209
18 H 0.207


(3)
Density functional theory data (ωB97M-V/def2-TZVPD) for C35H27F5N6O4S3Ta as an isolated structure in a non-equilibrium geometry.

## Properties
energy relative to the best compared isomer or geometry (same formula, charge and spin) = 41.7 kcal per mole
energy = -101504.1320 eV
HOMO-LUMO gap = 5.893 eV

ORCA input file:
```
! wB97M-V def2-TZVPD RIJCOSX def2/J DEFGRID3
* xyz 1 1
Ta 0.46 -0.84 1.53
S 1.79 -2.31 -7.08
S 2.03 -0.21 -1.74
S 2.72 -1.55 -4.37
F -5.75 -1.67 2.11
F -3.96 -3.64 2.70
F -1.31 -3.08 2.67
F -2.26 1.35 1.39
F -4.88 0.81 1.46
O 4.74 -1.92 5.63
O 2.44 -1.11 1.74
O 4.31 -1.47 2.92
O 3.37 -1.87 7.38
N 0.17 -2.20 0.15
N 0.46 -0.81 -5.22
N 0.46 0.63 0.22
N 1.14 -1.45 5.86
N 0.85 -1.20 3.72
N 0.51 -0.34 -3.93
C 2.19 -1.40 3.98
C -4.46 -1.42 2.07
C 1.63 -0.65 -3.38
C -2.64 0.11 1.71
C 0.48 2.09 0.25
C 2.36 3.09 -2.56
C 3.12 -1.34 2.85
C 0.41 2.66 1.53
C 0.27 4.29 -0.65
C -3.10 -0.13 -5.89
C 0.23 -1.22 4.91
C -0.96 -2.22 -1.80
C 2.39 -1.57 5.31
C 1.53 -1.52 -5.67
C 0.65 1.89 2.79
C -0.95 -3.54 -1.24
C 2.13 1.86 3.19
C 0.90 2.68 -2.33
C -0.71 -0.27 -7.30
C 0.31 -0.05 -1.09
C -1.93 -0.43 -5.22
C 0.10 4.84 0.60
C -0.26 -3.50 -0.07
C 3.56 -1.79 6.20
C -1.89 0.03 -7.95
C -0.74 -0.51 -5.93
C 0.50 2.93 -0.88
C -3.09 0.10 -7.26
C -3.54 -2.42 2.37
C -4.01 -0.15 1.74
C -2.20 -2.11 2.32
C -1.70 -0.86 1.99
C 0.20 4.02 1.69
C -0.27 -1.42 -0.95
C -1.21 -1.03 5.22
H -4.01 0.33 -7.78
H 0.21 0.87 2.79
H 2.28 1.33 4.13
H 0.26 3.31 -2.95
H -0.28 0.55 -1.77
H 0.06 2.33 3.59
H -1.67 -1.99 5.48
H 0.22 -0.32 -7.84
H -0.09 5.90 0.71
H -0.08 -4.27 0.66
H -4.03 -0.07 -5.34
H 0.75 1.68 -2.71
H -1.87 0.21 -9.02
H 2.47 2.88 3.32
H 3.03 2.57 -1.89
H 0.98 -1.53 6.86
H 4.70 -1.84 4.64
H 0.13 4.42 2.70
H -1.32 -0.36 6.07
H 2.66 2.86 -3.58
H 0.25 4.94 -1.52
H -1.73 -0.61 4.37
H 2.75 1.41 2.41
H -1.41 -4.41 -1.66
H 2.49 4.16 -2.40
H -1.38 -1.93 -2.75
H -1.94 -0.59 -4.15
*
```

Let us look at the Mulliken charges, expressed in e, one per atom:
1 Ta -0.491
2 S -0.279
3 S -0.262
4 S -0.140
5 F -0.285
6 F -0.303
7 F -0.482
8 F -0.254
9 F -0.289
10 O -0.502
11 O -0.433
12 O -0.779
13 O -0.556
14 N 0.315
15 N 0.129
16 N 0.735
17 N -0.035
18 N 0.039
19 N -0.268
20 C -0.264
21 C 0.725
22 C 0.570
23 C -0.030
24 C 0.197
25 C -1.495
26 C 0.812
27 C -0.040
28 C -0.807
29 C -0.925
30 C 0.119
31 C 0.334
32 C 0.441
33 C 0.212
34 C 0.140
35 C -1.327
36 C -1.444
37 C 0.709
38 C -0.581
39 C -0.597
40 C 0.182
41 C -1.316
42 C -0.513
43 C 0.470
44 C -0.720
45 C 0.755
46 C 0.872
47 C -0.484
48 C 0.212
49 C 0.030
50 C 1.243
51 C 0.207
52 C -0.620
53 C -1.147
54 C -1.489
55 H 0.400
56 H -0.401
57 H 0.433
58 H 0.623
59 H 1.652
60 H 0.853
61 H 0.350
62 H 0.388
63 H 0.422
64 H 0.590
65 H 0.391
66 H -1.109
67 H 0.379
68 H 0.483
69 H 0.306
70 H 0.286
71 H 0.402
72 H 0.523
73 H 0.508
74 H 0.423
75 H 0.476
76 H 0.278
77 H 0.256
78 H 0.522
79 H 0.413
80 H 0.643
81 H 0.223


> The lowest energy belongs to which entry?

C35H27F5N6O4S3Ta